Record 1
C3H11N4O2 | ωB97M-V/def2-TZVPD

Calculated values
* net charge: +1
* highest occupied orbital energy (alpha / beta): -12.91 / -12.92 eV
* LUMO level (alpha / beta): -4.7 / -4.7 eV

CARTESIAN COORDINATES (ANGSTROEM)
C: 0.418782 -1.636479 -0.265443
C: 2.702438 -0.354586 0.750631
C: -0.839841 0.347349 0.173538
N: -0.709668 1.703943 0.394460
N: 0.352257 -0.417158 0.166691
N: -2.013188 -0.251014 0.180353
N: 1.428634 0.290172 0.572488
O: -3.078340 0.628621 0.255356
O: -2.260366 -1.450679 0.160575
H: -0.816533 0.802961 -3.203126
H: 1.347508 -2.174263 -0.219685
H: -0.452791 -2.123188 -0.665962
H: 3.403602 0.399929 1.096607
H: 2.667891 -1.165525 1.484917
H: 3.061688 -0.740942 -0.204206
H: -0.772616 0.615431 -2.447062
H: -3.899789 0.100130 0.264455
H: -1.592115 2.168646 0.568519
H: 1.193371 1.044556 1.210861
H: -0.140929 2.212092 -0.273966

Forces on the atoms, in the same order (eV/Å):
0.036 -0.118 0.075
0.114 -0.456 -0.115
-1.094 0.659 0.104
0.041 0.164 0.075
-0.423 -0.920 -0.153
0.375 0.334 -0.122
0.574 0.972 0.249
0.212 0.578 0.051
-0.144 -0.718 -0.004
0.083 -0.293 1.190
0.243 0.146 0.083
-0.128 0.231 0.042
-0.081 0.038 -0.023
-0.010 -0.031 -0.010
0.068 -0.001 0.021
-0.084 0.288 -1.217
0.474 -0.374 -0.051
0.112 -0.071 0.031
-0.256 -0.319 -0.118
-0.112 -0.108 -0.108



Record 2
C3H11N5 | ωB97M-V/def2-TZVPD

Calculated values
* net charge: +2
* highest occupied orbital energy (alpha / beta): -16.24 / -18.26 eV
* LUMO level (alpha / beta): -6.7 / -11.5 eV
* multiplicity: 3

CARTESIAN COORDINATES (ANGSTROEM)
C: 0.591517 -0.882991 -1.636479
C: 1.929369 -0.603404 -1.823087
C: 0.093469 -0.759808 1.437268
N: -0.518377 -1.194035 -1.758303
N: -0.133407 0.453760 0.760463
N: -0.863660 2.604987 1.079183
N: -1.795617 -1.426546 -1.548878
N: -0.508938 1.444499 1.466043
H: 2.500273 -1.545776 -2.274157
H: 2.324180 -0.427968 -0.805995
H: 2.291850 0.250294 -2.340491
H: -0.503973 -1.532040 0.969691
H: 1.144677 -1.100921 1.415246
H: -0.142551 -0.671055 2.501058
H: -0.994702 2.759524 0.034466
H: -1.510085 3.251334 1.633095
H: -2.375989 -0.663623 -1.990753
H: -1.925442 -2.427383 -1.496380
H: -0.702248 1.489966 2.556113

Forces on the atoms, in the same order (eV/Å):
-3.643 -0.593 -1.755
4.029 -2.329 1.030
0.017 0.021 1.441
2.105 0.787 0.741
1.816 -3.164 -5.066
-2.267 3.909 -4.721
0.107 1.427 -0.189
-1.967 2.899 10.374
-1.302 1.820 0.926
0.269 -0.327 -0.244
-0.602 0.897 -1.017
-0.200 -0.340 -0.065
-0.108 0.335 -0.359
-0.185 -0.281 0.037
0.564 -0.276 1.400
1.246 -1.354 -0.248
0.285 -1.987 0.483
-1.157 0.057 -0.484
0.991 -1.499 -2.286



Record 3
C3H11N5O | ωB97M-V/def2-TZVPD

Calculated values
* highest occupied orbital energy: -7.74 eV
* LUMO level: 0.1 eV
* structure (SMILES): [H]/N=C(\N)N(C)O.C=NN

CARTESIAN COORDINATES (ANGSTROEM)
H: 2.385738 -1.044537 -1.408772
N: 2.167966 -0.240007 -0.815568
C: 0.997031 -0.488714 -0.235279
N: 0.553897 -1.799079 -0.079814
N: 0.708960 0.367361 0.867181
C: 0.011038 0.147336 2.109001
O: 1.326067 1.627584 0.777429
H: 0.766235 -2.171823 0.836837
H: -0.465376 -1.784802 -0.179980
H: -0.687285 0.976463 2.249719
H: 0.700655 0.165377 2.959459
H: -0.543859 -0.792289 2.112280
H: 2.019891 1.461629 0.095844
C: -2.320631 1.007934 -0.726091
N: -1.775294 -0.132347 -0.853789
N: -0.449553 -0.148586 -1.873879
H: -2.638466 1.373421 0.261743
H: -2.407239 1.717971 -1.564662
H: -0.035545 0.751497 -2.106972
H: -0.314232 -0.994390 -2.424688

Forces on the atoms, in the same order (eV/Å):
-0.080 0.397 0.102
-1.999 0.143 -0.132
4.572 0.754 3.457
-1.845 -0.992 -0.551
-0.102 -0.540 -2.326
0.014 0.510 -0.356
-0.097 -0.193 0.084
0.222 0.097 -0.031
0.252 -0.310 0.201
-0.178 -0.102 0.137
0.099 -0.090 -0.091
0.135 0.178 -0.230
-0.046 -0.203 0.295
0.545 0.526 -1.005
3.382 0.157 -1.247
-3.745 0.141 1.932
-0.798 -0.860 -0.419
0.686 0.070 0.442
-0.595 -0.294 -0.294
-0.422 0.613 0.032



Record 4
C3H11N5O | ωB97M-V/def2-TZVPD

Calculated values
* highest occupied orbital energy: -8.25 eV
* LUMO level: 0.8 eV
* structure (SMILES): [H]/N=N/NC.CC(=O)NN

CARTESIAN COORDINATES (ANGSTROEM)
H: -2.237730 -1.401587 2.357067
N: -1.812705 -0.868446 1.595018
N: -2.613295 -0.279808 0.861212
N: -2.262419 0.698744 -0.101742
C: -1.651555 0.497080 -1.394091
H: -3.000050 1.394273 -0.105324
H: -1.299897 -0.529499 -1.496047
H: -0.885406 1.270228 -1.510173
H: -2.365447 0.695020 -2.190510
C: 2.481973 0.870168 0.080630
C: 1.124145 0.580706 0.712971
O: 0.809718 1.095232 1.784312
N: 0.648200 -0.688553 0.398187
N: 1.187685 -1.648334 -0.469883
H: 2.920409 1.763167 0.515803
H: 3.168030 0.041853 0.256626
H: 2.388579 0.950877 -1.003060
H: -0.117848 -1.047215 0.987925
H: 1.604267 -1.208450 -1.287026
H: 1.913346 -2.185455 0.008105

Forces on the atoms, in the same order (eV/Å):
-0.979 0.214 -0.604
1.526 0.559 -2.012
-2.233 0.882 1.529
0.419 -0.788 1.518
0.225 0.184 -0.017
-0.166 -0.802 0.012
0.334 0.273 0.011
0.458 -0.549 -0.150
-0.306 -0.200 -0.079
-0.557 0.547 -0.795
2.391 -2.981 2.492
-0.776 0.636 -1.438
-0.616 0.931 0.376
0.327 0.060 -0.404
-0.193 0.118 -0.130
-0.201 -0.144 0.202
0.218 0.281 -0.100
0.311 0.609 -0.443
-0.173 -0.114 0.170
-0.010 0.287 -0.136



Record 5
C3H11NO | ωB97M-V/def2-TZVPD

Calculated values
* highest occupied orbital energy: -8.79 eV
* LUMO level: 1.0 eV
* structure (SMILES): CCN.CO

CARTESIAN COORDINATES (ANGSTROEM)
C: 1.137997 2.033376 0.682156
C: 0.098074 0.819475 0.766204
N: 0.670675 -0.429142 1.234512
H: 0.745184 3.031636 0.614660
H: 1.729205 2.091814 1.648345
H: 1.851440 1.881282 -0.095188
H: -0.699558 1.115994 1.433194
H: -0.357240 0.663624 -0.259311
H: 1.654281 -0.544527 1.287140
H: 0.275242 -1.312918 0.985367
C: -1.629599 -1.568611 -1.510679
O: -0.098061 -1.303683 -1.401834
H: -2.136288 -1.505903 -0.513929
H: -1.979074 -0.827914 -2.187696
H: -1.786660 -2.517792 -1.959411
H: 0.524382 -1.626710 -0.723530

Forces on the atoms, in the same order (eV/Å):
0.113 -1.719 2.262
0.268 1.081 -1.650
0.255 0.080 0.839
-0.819 0.151 -0.386
-0.557 -0.363 -0.898
0.460 -0.161 -0.717
-0.265 0.119 0.254
0.512 0.334 1.074
0.789 0.476 -0.054
-0.679 0.199 -0.068
3.041 0.092 2.305
-1.990 0.100 -1.465
0.512 0.039 -0.864
-0.076 0.826 -0.295
-0.017 -0.972 -0.189
-1.546 -0.284 -0.148



Record 6
C3H11NO | ωB97M-V/def2-TZVPD

Calculated values
* highest occupied orbital energy: -9.18 eV
* LUMO level: 0.9 eV
* structure (SMILES): CNC.CO

CARTESIAN COORDINATES (ANGSTROEM)
C: -0.435579 -1.791377 0.054455
N: -0.653085 -0.404286 -0.340291
C: 0.050883 -0.040717 -1.567747
H: -0.981225 -2.008848 0.969469
H: -0.710493 -2.510924 -0.724734
H: 0.633088 -1.930581 0.203334
H: -1.608282 -0.083500 -0.290113
H: 1.044236 -0.483210 -1.525852
H: 0.136245 1.037989 -1.680566
H: -0.474448 -0.414221 -2.452374
C: 0.476655 1.680151 1.309523
O: 1.209016 0.414228 1.208996
H: 1.147230 2.325276 1.897280
H: 0.359931 2.324097 0.427252
H: -0.463828 1.662331 1.873898
H: 0.269659 0.223591 0.637471

Forces on the atoms, in the same order (eV/Å):
-0.206 -0.181 -0.491
0.350 0.239 0.168
-0.593 -0.217 -0.374
0.091 -0.031 0.024
-0.287 0.054 -0.002
0.033 0.115 0.337
-0.087 -0.229 -0.241
0.023 0.141 -0.009
0.053 0.042 0.201
0.132 -0.129 -0.072
2.676 1.789 2.158
-4.004 1.701 -1.591
-0.316 0.065 0.242
-0.172 -0.831 -0.599
-0.027 -0.470 -0.216
2.333 -2.057 0.463



Record 7
C3H11NO2 | ωB97M-V/def2-TZVPD

Calculated values
* net charge: -1
* highest occupied orbital energy (alpha / beta): 1.08 / -5.75 eV
* LUMO level (alpha / beta): 4.1 / 4.0 eV
* multiplicity: 2

CARTESIAN COORDINATES (ANGSTROEM)
C: -0.145419 -1.173697 -1.450792
N: 0.827511 -0.113959 -1.235887
C: 0.686347 0.539835 0.063564
C: -0.248653 1.749972 0.059779
O: -1.225130 1.688874 -0.965513
H: -1.061609 -0.808790 -1.930898
H: -0.457263 -1.741732 -0.577529
H: 0.225868 -1.992987 -2.075883
H: 1.744756 -0.542446 -1.278137
H: 0.310703 -0.215718 0.751196
H: 1.657818 0.794032 0.506424
H: -0.834177 1.627675 0.971786
H: 0.224940 2.733196 0.184323
H: -0.810428 1.302127 -1.753779
H: 0.168733 -1.195396 2.265025
H: -1.014863 -1.317136 3.267103
O: -0.049135 -1.333851 3.199219

Forces on the atoms, in the same order (eV/Å):
-0.588 -0.707 -0.611
0.385 -0.018 -0.114
0.260 -0.206 0.164
-0.750 -0.636 0.839
0.206 0.279 -0.504
0.074 0.012 0.107
-0.037 0.340 0.646
0.356 0.423 -0.340
0.053 0.137 0.000
-0.270 0.146 0.119
0.043 0.161 -0.436
-0.079 0.205 0.277
0.247 -0.150 -0.695
0.122 0.165 0.319
-0.303 -0.145 0.010
-0.005 0.007 -0.329
0.285 -0.012 0.549